No. 1
{"formula": "C3H10N3S", "method": "ωB97M-V/def2-TZVPD", "e_tot_ev": -18571.26635, "spin_multiplicity": 1, "e_above_lowest_kj_mol": 155.0, "total_charge": 1, "symbols": ["C", "C", "C", "N", "N", "N", "S", "H", "H", "H", "H", "H", "H", "H", "H", "H", "H"], "xyz": [[0.13, 0.77, -0.73], [2.20, 0.04, 0.00], [-0.20, -0.66, -0.37], [-1.04, -0.28, 1.32], [-1.19, -1.30, -0.98], [1.31, 1.14, 0.05], [1.25, -1.56, 0.22], [0.61, 0.63, -1.74], [-0.68, 1.48, -0.74], [2.44, 0.06, -1.04], [3.10, 0.09, 0.63], [-1.98, -0.58, 1.22], [-0.63, -0.91, 2.08], [-1.82, -0.82, -1.61], [-0.93, -2.25, -1.02], [0.92, 1.27, 0.98], [-1.12, 0.73, 1.67]]}



No. 2
{"formula": "C3H10N3S", "method": "ωB97M-V/def2-TZVPD", "e_tot_ev": -18569.03178, "smiles": "[H]/N=N/[C@@H]([NH2+]C)SC", "spin_multiplicity": 1, "e_above_lowest_kj_mol": 370.6, "total_charge": 1, "symbols": ["H", "N", "N", "C", "N", "C", "S", "C", "H", "H", "H", "H", "H", "H", "H", "H", "H"], "xyz": [[-0.02, 2.58, -2.26], [-0.38, 1.98, -1.43], [0.27, 0.94, -1.28], [0.05, 0.09, -0.11], [0.29, -1.34, -0.57], [-0.98, -2.16, -0.68], [1.43, 0.38, 1.13], [0.64, 1.74, 1.95], [-0.93, -0.02, 0.23], [0.92, -1.71, 0.06], [0.86, -1.45, -1.38], [-1.28, -2.05, -1.68], [-0.55, -3.10, -0.33], [-1.84, -1.81, 0.02], [1.43, 2.09, 2.70], [-0.21, 1.19, 2.34], [0.31, 2.64, 1.29]]}



No. 3
{"formula": "C3H10N4", "method": "ωB97M-V/def2-TZVPD", "e_tot_ev": -9233.25592, "smiles": "N=C(N)N.C=CN", "spin_multiplicity": 1, "e_above_lowest_kj_mol": 31.6, "symbols": ["N", "C", "N", "N", "H", "H", "H", "H", "H", "C", "C", "N", "H", "H", "H", "H", "H"], "xyz": [[2.49, 1.00, -0.80], [1.54, 1.77, -0.46], [0.73, 1.69, 0.68], [1.20, 2.85, -1.27], [2.58, 0.21, -0.17], [0.75, 0.74, 1.03], [-0.22, 1.97, 0.48], [1.10, 3.70, -0.73], [1.87, 2.96, -2.01], [-2.65, -2.29, 0.72], [-1.56, -1.73, 0.18], [-0.29, -2.26, 0.13], [-2.67, -3.25, 1.23], [-3.60, -1.79, 0.62], [-1.66, -0.79, -0.34], [-0.11, -3.14, 0.59], [0.49, -1.63, 0.13]]}



No. 4
{"formula": "C3H10N4", "method": "ωB97M-V/def2-TZVPD", "e_tot_ev": -9229.43071, "spin_multiplicity": 1, "e_above_lowest_kj_mol": 400.7, "symbols": ["C", "C", "N", "C", "N", "N", "N", "H", "H", "H", "H", "H", "H", "H", "H", "H", "H"], "xyz": [[0.19, 0.14, 0.32], [-2.34, -1.14, -0.11], [-0.29, -0.76, -0.62], [1.75, -0.02, -0.05], [-0.22, 1.54, 0.28], [2.31, 1.15, -0.44], [2.41, -1.10, 0.06], [-1.52, -0.60, -0.88], [0.14, -0.20, 1.37], [-0.88, 1.76, 1.03], [-0.64, 1.76, -0.61], [3.31, 1.16, -0.55], [1.84, 2.00, -0.14], [1.79, -1.89, 0.23], [-3.14, -0.40, -0.19], [-2.11, -1.32, 0.93], [-2.59, -2.07, -0.62]]}



Number 1: gap between HOMO and LUMO 10.62 eV. Number 2: gap between HOMO and LUMO 9.49 eV. Number 3: gap between HOMO and LUMO 9.11 eV. Number 4: gap between HOMO and LUMO 8.55 eV.